Entry 1:
A structure of composition C25H44IN3O2S. Source: OMol25; level of theory: the ωB97M-V functional and the def2-TZVPD basis.

Last column: Mulliken charge in e.
Positions of all 76 atoms, in Å:
1 N -1.60586 0.61618 -1.08668  -0.474
2 C -0.65494 1.69619 -1.30503  -0.715
3 C -1.05930 2.80640 -2.29773  -0.988
4 C -2.54086 3.15689 -2.31011  -0.540
5 C -2.97201 3.77508 -0.97792  -0.828
6 C -4.39449 4.27410 -0.90447  1.103
7 C -5.39272 3.68950 -1.76041  -0.287
8 C -6.70068 4.04192 -1.77115  -0.126
9 C -7.74422 3.41100 -2.65336  -1.104
10 C -7.66505 1.89975 -2.69922  -0.595
11 O -8.04588 1.40429 -1.39160  -0.323
12 C -7.13183 0.59725 -0.80512  0.124
13 O -6.63249 0.82342 0.25619  -0.446
14 C -7.08254 5.07562 -0.87644  1.028
15 N -8.30422 5.59456 -0.73350  -0.679
16 S -8.19697 6.71340 0.39672  0.150
17 N -6.63942 6.62660 0.77029  -0.625
18 C -6.11857 5.67466 -0.00732  0.973
19 C -4.76657 5.24653 -0.03572  -1.361
20 I -3.45715 6.13211 1.31857  0.082
21 H -2.28974 0.82530 -0.37596  0.215
22 H -2.05704 0.31358 -1.93654  0.191
23 H 0.27556 1.24746 -1.65771  0.410
24 H -0.42441 2.15515 -0.34441  0.352
25 H -0.73814 2.52751 -3.30322  0.405
26 H -0.49543 3.70795 -2.04692  0.366
27 H -2.69678 3.92172 -3.07416  0.443
28 H -3.13731 2.28390 -2.56489  0.232
29 H -2.78838 3.08527 -0.15060  0.351
30 H -2.31182 4.62724 -0.80422  0.495
31 H -5.06836 2.91389 -2.43698  0.182
32 H -7.70254 3.81592 -3.66678  0.388
33 H -8.72616 3.67242 -2.26205  0.353
34 H -8.36684 1.49630 -3.42592  0.415
35 H -6.65519 1.55946 -2.92456  0.393
36 H -6.91227 -0.32971 -1.35841  0.418
37 C 2.51179 -5.40940 0.93635  -0.861
38 C 1.17586 -4.75075 1.26696  -0.320
39 C 0.57129 -3.98271 0.09348  -0.756
40 C 1.41317 -2.81171 -0.41578  -0.826
41 C 1.73724 -1.74701 0.63119  0.423
42 C 0.49530 -1.06732 1.20246  -1.262
43 H 3.26851 -4.66872 0.67589  -0.015
44 H 2.88490 -5.97460 1.79178  0.363
45 H 2.40934 -6.09954 0.09620  0.332
46 H 1.29727 -4.08829 2.12860  0.185
47 H 0.46658 -5.52312 1.57592  0.365
48 H -0.41965 -3.61965 0.37925  0.308
49 H 0.40837 -4.67880 -0.73588  0.385
50 H 0.87469 -2.33667 -1.24204  0.367
51 H 2.34747 -3.18916 -0.84292  0.357
52 H 2.37292 -0.98863 0.16518  0.436
53 H 2.33044 -2.17852 1.44357  -0.359
54 H -0.09144 -0.60288 0.40791  0.188
55 H 0.77878 -0.28845 1.91366  0.433
56 H -0.14543 -1.77510 1.73160  0.312
57 C 8.53684 -0.64085 0.87548  -1.201
58 C 8.24107 -1.28569 2.22642  -0.330
59 C 8.05938 -2.80074 2.15208  -0.782
60 C 6.89103 -3.26493 1.28082  -0.901
61 C 5.52859 -2.70431 1.68381  0.286
62 C 5.09098 -3.11237 3.08726  -1.298
63 H 7.71431 -0.78088 0.17256  0.281
64 H 8.69625 0.43283 0.98281  0.378
65 H 9.43677 -1.06958 0.42952  0.298
66 H 7.35370 -0.82212 2.66598  0.233
67 H 9.06558 -1.06993 2.91082  0.383
68 H 7.93846 -3.19312 3.16555  0.315
69 H 8.97991 -3.24924 1.76527  0.392
70 H 6.84729 -4.35830 1.31275  0.400
71 H 7.08673 -3.00424 0.23696  0.346
72 H 4.78362 -3.05942 0.96721  -0.163
73 H 5.52918 -1.61373 1.60285  0.295
74 H 5.04941 -4.19974 3.18114  0.239
75 H 4.09706 -2.71954 3.30896  0.375
76 H 5.77102 -2.73134 3.85050  0.424

Cartesian forces (eV/Å) of the 2 atoms listed first:
N 0.20 -0.05 0.04
C -0.01 0.11 -0.10

Computed properties:
HOMO = -8.66 eV
F_max = 0.54 eV/Å
HOMO-LUMO gap = 0.296 Eh

Entry 2:
A cluster of 5 separate species, C25H44IN3O9 in total. Source: OMol25; level of theory: the ωB97M-V functional and the def2-TZVPD basis.

Last column: Mulliken charge in e.
Positions of all 82 atoms, in Å:
1 N 2.48135 -5.98536 0.74575  -0.487
2 C 2.66847 -5.08937 0.06907  0.503
3 O 2.86473 -4.06700 -0.69609  -0.405
4 C 2.61612 -2.84891 0.01162  0.359
5 C 3.66642 -2.13439 0.49309  -0.652
6 C 3.39697 -0.93600 1.18068  -0.532
7 C 2.11084 -0.51771 1.36149  -0.731
8 C 1.02690 -1.25512 0.85019  0.451
9 N -0.24989 -0.78834 1.03064  -0.509
10 C -1.17419 -1.54044 0.53533  0.057
11 I -3.17498 -0.90722 0.74423  0.164
12 C -0.93784 -2.75753 -0.14413  -0.282
13 N 0.26232 -3.21359 -0.34241  -0.464
14 C 1.27386 -2.44694 0.16256  0.597
15 H 4.66874 -2.49539 0.32670  0.575
16 H 4.23422 -0.38163 1.56789  0.436
17 H 1.91844 0.39409 1.90198  0.463
18 H -1.77217 -3.33251 -0.51168  0.433
19 C 9.16768 -0.15713 -2.34086  -0.644
20 O 9.80690 -0.56254 -1.14438  -0.401
21 C 9.02520 -0.33503 0.01707  -0.558
22 C 8.35350 -1.60200 0.49822  -0.542
23 O 7.38863 -2.07010 -0.43219  -0.187
24 C 7.85325 -3.14836 -1.23129  -0.510
25 H 9.74505 -0.55510 -3.17396  0.252
26 H 8.14644 -0.54145 -2.40288  0.199
27 H 9.14901 0.93560 -2.41625  0.373
28 H 8.27696 0.44166 -0.16889  0.314
29 H 9.69984 0.02664 0.79945  0.401
30 H 7.82885 -1.38823 1.43551  0.379
31 H 9.10035 -2.37514 0.69933  0.345
32 H 7.89420 -4.06927 -0.63988  0.326
33 H 8.83996 -2.94231 -1.65255  0.406
34 H 7.14377 -3.28775 -2.04519  -0.096
35 C 5.45054 -5.12439 -6.95658  -0.672
36 O 4.60591 -4.00064 -6.78344  -0.376
37 C 3.92204 -3.99594 -5.54000  -0.604
38 C 4.57167 -3.06138 -4.54468  -0.352
39 O 5.86937 -3.50511 -4.17181  -0.327
40 C 6.90540 -2.80622 -4.84177  -0.877
41 H 6.07465 -4.93594 -7.82857  0.246
42 H 6.09449 -5.28396 -6.08849  0.267
43 H 4.85729 -6.02706 -7.13753  0.328
44 H 3.86575 -5.00741 -5.12721  0.347
45 H 2.90069 -3.65194 -5.73037  0.376
46 H 3.96274 -3.03862 -3.63501  0.220
47 H 4.61447 -2.04541 -4.94792  0.368
48 H 7.00472 -1.79415 -4.43293  0.250
49 H 6.72283 -2.74775 -5.91671  0.491
50 H 7.83714 -3.34439 -4.67187  0.281
51 C -5.93318 2.62070 2.04316  -0.743
52 O -4.81340 2.32987 2.86079  -0.383
53 C -3.60771 2.91233 2.39066  -0.324
54 C -3.25364 4.16447 3.16088  -0.607
55 O -4.19587 5.20343 2.94109  -0.380
56 C -5.13564 5.34240 3.99167  -0.680
57 H -6.82959 2.32331 2.58459  0.230
58 H -6.00215 3.68624 1.81382  0.326
59 H -5.87966 2.05054 1.10771  0.347
60 H -3.67811 3.13069 1.32073  0.334
61 H -2.81258 2.17286 2.53047  0.317
62 H -2.28149 4.52931 2.81440  0.370
63 H -3.16966 3.93981 4.22838  0.327
64 H -4.66512 5.79612 4.87098  0.324
65 H -5.57517 4.38223 4.27075  0.310
66 H -5.92737 6.00177 3.63929  0.217
67 C -12.32167 3.10728 4.09494  -0.669
68 O -12.31256 4.23319 3.23569  -0.375
69 C -11.23850 5.12546 3.48702  -0.527
70 C -10.11611 4.95066 2.48845  -0.514
71 O -9.48882 3.68299 2.61511  -0.253
72 C -9.91713 2.75365 1.63414  -0.914
73 H -13.04246 2.39511 3.69676  0.244
74 H -11.34107 2.62812 4.14394  0.265
75 H -12.63409 3.39636 5.10419  0.322
76 H -10.86096 4.99625 4.50574  0.323
77 H -11.63236 6.14294 3.39948  0.372
78 H -9.35286 5.71171 2.68011  0.352
79 H -10.48837 5.09557 1.47013  0.355
80 H -9.48275 3.00386 0.65990  0.328
81 H -11.00564 2.72774 1.55038  0.456
82 H -9.56392 1.76719 1.93134  0.249

Cartesian forces (eV/Å) of the 2 atoms listed first:
N -0.17 -1.36 0.93
C 0.06 0.95 -0.87

Computed properties:
SMILES = N#COc1cccc2nc(I)cnc12.COCCOC.COCCOC.COCCOC.COCCOC
HOMO = -9.19 eV
F_max = 1.66 eV/Å
HOMO-LUMO gap = 0.305 Eh

Entry 3:
A structure of composition C25H44O2P2Ru. Source: OMol25; level of theory: the ωB97M-V functional and the def2-TZVPD basis.

Last column: Mulliken spin population.
Positions of all 74 atoms, in Å:
1 Ru 1.24764 0.27458 -0.89456  0.830
2 C -2.23764 -0.88253 2.55905  0.303
3 C -2.99612 -0.01937 1.72260  0.339
4 C -2.92138 -2.07730 0.71191  0.336
5 C -2.20969 -2.16800 1.95014  0.265
6 C -3.41581 -0.74808 0.58552  0.356
7 C -1.59697 -0.52263 3.83606  0.068
8 H -0.98835 0.39464 3.75612  0.024
9 H -0.90728 -1.30990 4.14516  -0.016
10 H -2.31739 -0.41406 4.66342  0.033
11 C -1.52143 -3.35988 2.50224  0.042
12 H -1.55715 -3.34846 3.60879  0.013
13 H -0.44154 -3.42502 2.20995  0.037
14 H -2.00535 -4.29350 2.15681  0.005
15 C -3.03147 -3.16129 -0.28598  0.035
16 H -3.80200 -3.90608 -0.04051  0.031
17 H -2.08214 -3.70654 -0.37956  0.005
18 H -3.28084 -2.76505 -1.27435  -0.011
19 C -4.16078 -0.20464 -0.56837  0.029
20 H -4.72260 -0.98847 -1.08689  0.004
21 H -3.51961 0.27825 -1.31829  0.020
22 H -4.87974 0.55686 -0.25587  0.010
23 C -3.26898 1.39021 2.02753  -0.006
24 H -4.07314 1.79173 1.41591  0.000
25 H -2.39382 2.02604 1.87597  0.038
26 H -3.54139 1.46665 3.07979  0.015
27 C 3.21975 0.30327 -0.83234  -0.003
28 C 2.62171 0.93376 0.33060  -0.075
29 C 2.83790 2.44400 0.47717  0.038
30 C 1.60243 3.13791 -0.03620  0.021
31 C 0.74071 2.16203 -0.83866  -0.185
32 C 1.22447 1.71196 -2.14724  0.177
33 C 2.61904 2.02129 -2.63925  0.018
34 C 3.72390 1.11276 -1.99707  0.061
35 H 3.75890 2.77661 -0.03321  -0.003
36 H 1.87701 4.03270 -0.61065  0.002
37 H 2.97190 2.64635 1.54797  -0.024
38 H 4.58364 1.69973 -1.63072  0.001
39 H 3.92864 -0.49879 -0.60232  0.008
40 H 2.59544 0.45580 1.32326  0.040
41 H 4.08308 0.40430 -2.77559  -0.004
42 H 2.62381 1.80264 -3.72296  -0.015
43 H 0.50563 1.51809 -2.95899  0.050
44 H 2.88443 3.07119 -2.44763  -0.001
45 H 0.98073 3.44680 0.81010  -0.006
46 H -0.32955 2.37473 -0.74630  0.011
47 P 1.41177 0.95226 4.04787  0.919
48 C 2.42636 -0.57070 4.00267  -0.015
49 C 2.70834 2.11804 4.50169  -0.017
50 P -2.09687 -0.48386 -4.60607  0.120
51 C -1.32255 -0.71773 -3.04724  0.684
52 C -2.51424 1.33229 -4.35241  0.037
53 C -0.51930 -0.39828 -5.58630  0.092
54 H 1.98706 -1.34541 3.35445  -0.004
55 H 2.26354 -0.90654 5.04205  0.045
56 H 3.50392 -0.43748 3.79386  -0.001
57 H 2.70305 2.97823 3.82702  0.023
58 H 3.71354 1.70589 4.63074  -0.006
59 H 2.28065 2.42341 5.46361  0.037
60 H 0.02173 0.52968 -5.35743  0.002
61 H -0.63771 -0.44618 -6.67435  -0.006
62 H 0.09798 -1.25245 -5.28103  -0.011
63 H -0.67755 -1.58050 -2.88085  -0.010
64 H -1.48992 -0.22449 -2.08748  0.102
65 H -3.60524 1.45539 -4.44678  -0.002
66 H -2.04434 1.97069 -5.11816  -0.001
67 H -2.20556 1.64911 -3.34352  -0.002
68 C 1.99934 -2.46130 -0.95764  -0.030
69 C 1.16305 -2.50764 0.26872  0.002
70 O 1.18581 -3.49444 1.01843  0.009
71 O 0.45166 -1.41458 0.45295  0.094
72 H 2.26274 -3.42633 -1.33374  0.002
73 H 2.96017 -2.01152 -0.73357  0.003
74 H 1.54395 -1.87086 -1.77005  0.018

Cartesian forces (eV/Å) of the 2 atoms listed first:
Ru -2.68 -5.77 2.20
C -0.19 -0.02 0.05

Computed properties:
net charge = +1
spin multiplicity = 6
HOMO (alpha / beta) = -9.89 / -11.16 eV
F_max = 6.73 eV/Å
HOMO-LUMO gap (alpha / beta) = 0.256 / 0.223 Eh